Below is a cluster of 10 separate species, C31H74Cl2N6O12 in total at a distorted geometry, with properties calculated with ωB97M-V with the def2-TZVPD basis set.

Values from the calculation:
ΔE to the lowest compared entry with this formula, charge and spin = 0.0 kJ/mol
LUMO energy = 0.37 eV
SMILES = CNC(C)=O.CNC(C)=O.CNC(C)=O.CNC(C)=O.CNC(C)=O.CNC(C)=O.COCCOC.COCCOC.COCCOC.ClCCl
Kohn-Sham gap = 0.3470 Eh

The geometry in XYZ format:
```
125
C31H74Cl2N6O12 | OMol25 | ωB97M-V with the def2-TZVPD basis set
C 11.72 -18.31 7.89
O 12.04 -19.55 8.59
C 12.49 -20.64 7.85
C 14.00 -20.59 7.66
O 14.36 -19.70 6.66
C 15.73 -19.46 6.59
H 11.65 -18.26 6.81
H 12.56 -17.70 8.13
H 10.78 -17.96 8.25
H 12.02 -20.74 6.88
H 12.28 -21.54 8.46
H 14.35 -21.57 7.49
H 14.45 -20.41 8.62
H 16.12 -18.88 7.41
H 15.97 -18.82 5.74
H 16.32 -20.37 6.55
C 12.17 -18.87 1.61
O 12.13 -18.94 3.02
C 13.12 -19.60 3.77
C 13.09 -21.11 3.70
O 11.99 -21.64 4.39
C 11.95 -23.05 4.51
H 12.07 -19.88 1.15
H 13.18 -18.51 1.28
H 11.34 -18.25 1.35
H 12.95 -19.32 4.84
H 14.11 -19.24 3.47
H 13.99 -21.45 4.24
H 13.10 -21.45 2.68
H 12.77 -23.34 5.16
H 11.94 -23.58 3.59
H 11.07 -23.31 5.09
C 10.45 -20.11 -6.34
O 11.73 -19.96 -5.83
C 12.55 -21.08 -5.85
C 13.62 -21.00 -4.79
O 13.05 -21.22 -3.53
C 13.83 -20.82 -2.41
H 10.47 -20.09 -7.41
H 9.85 -19.33 -5.89
H 10.04 -21.06 -5.96
H 12.99 -21.20 -6.86
H 11.98 -21.92 -5.53
H 14.11 -20.03 -4.77
H 14.43 -21.69 -5.08
H 13.08 -20.72 -1.59
H 14.05 -19.77 -2.62
H 14.67 -21.47 -2.30
C 16.91 -23.22 -1.81
C 16.15 -23.85 -2.97
O 15.00 -23.57 -3.19
N 16.86 -24.62 -3.78
C 16.20 -25.47 -4.81
H 17.53 -23.94 -1.35
H 16.20 -22.89 -1.02
H 17.45 -22.28 -1.97
H 17.74 -24.96 -3.41
H 16.16 -26.49 -4.35
H 16.85 -25.46 -5.74
H 15.26 -25.09 -5.08
C 20.07 -23.09 -4.29
C 20.07 -23.04 -2.77
O 19.95 -24.08 -2.11
N 20.17 -21.77 -2.27
C 20.16 -21.56 -0.82
H 19.70 -24.08 -4.60
H 21.10 -23.00 -4.71
H 19.45 -22.25 -4.68
H 19.89 -20.99 -2.86
H 19.85 -22.48 -0.34
H 19.39 -20.77 -0.73
H 21.12 -21.21 -0.53
C 20.92 -24.94 1.28
C 19.62 -24.67 2.07
O 19.18 -23.53 2.19
N 18.90 -25.70 2.61
C 19.26 -27.04 2.97
H 20.91 -24.33 0.37
H 21.21 -25.91 0.94
H 21.72 -24.44 1.89
H 18.13 -25.22 3.04
H 19.41 -27.16 4.06
H 20.13 -27.30 2.34
H 18.49 -27.69 2.58
C 15.31 -27.22 4.31
C 15.80 -25.92 3.77
O 16.84 -25.43 4.22
N 15.07 -25.25 2.81
C 15.56 -23.98 2.36
H 16.05 -27.98 4.09
H 14.30 -27.52 3.99
H 15.37 -27.07 5.38
H 14.22 -25.61 2.44
H 14.87 -23.23 2.72
H 15.59 -23.91 1.24
H 16.50 -23.83 2.80
C 17.21 -17.87 -1.68
C 18.34 -18.55 -2.42
O 18.25 -19.75 -2.63
N 19.36 -17.86 -3.03
C 20.42 -18.60 -3.58
H 16.25 -18.32 -1.93
H 17.14 -16.80 -1.94
H 17.42 -17.88 -0.60
H 19.41 -16.86 -2.92
H 21.19 -17.90 -3.90
H 20.10 -19.27 -4.36
H 20.92 -19.29 -2.84
C 11.58 -22.77 0.33
C 12.08 -24.21 0.38
O 11.99 -24.88 1.44
N 12.63 -24.58 -0.78
C 13.18 -25.92 -0.97
H 12.16 -22.09 1.05
H 10.55 -22.75 0.66
H 11.49 -22.28 -0.63
H 12.67 -23.87 -1.55
H 13.26 -26.15 -2.03
H 12.46 -26.64 -0.59
H 14.23 -25.96 -0.56
C 17.76 -20.90 1.81
Cl 16.45 -20.32 0.80
Cl 17.66 -20.10 3.43
H 17.76 -21.97 1.95
H 18.66 -20.54 1.38
```